{"formula": "C13H17MnN5O6", "method": "ωB97M-V/def2-TZVPD", "de_lowest_kcal_mol": 0.00, "s2": 6.06, "homo_lumo_gap_ha": [0.2959, 0.3328], "spin_multiplicity": 5, "total_charge": 1, "symbols": ["Mn", "O", "C", "O", "C", "C", "C", "C", "C", "N", "C", "O", "O", "H", "H", "H", "N", "C", "C", "C", "C", "N", "C", "N", "N", "C", "O", "O", "H", "H", "H", "H", "H", "H", "H", "H", "H", "H", "H", "H", "H", "H"], "positions_angstrom": [[-1.054, 0.224, -1.761], [1.679, -2.431, -0.222], [0.956, -1.702, -0.935], [-0.008, -0.978, -0.435], [1.075, -1.533, -2.423], [2.025, -2.150, -3.241], [2.061, -1.792, -4.581], [1.116, -0.938, -5.158], [0.187, -0.397, -4.275], [0.203, -0.732, -2.997], [-0.819, 0.764, -4.509], [-1.055, 1.222, -5.646], [-1.468, 1.067, -3.428], [2.751, -2.796, -2.772], [2.893, -2.131, -5.148], [1.142, -0.630, -6.234], [-0.415, 1.755, -0.433], [-0.926, 1.328, 0.853], [-0.938, 2.408, 1.922], [0.152, 2.078, 2.919], [-0.150, 0.924, 3.915], [-0.787, -0.292, 3.364], [-0.045, -1.262, 2.838], [1.270, -1.280, 2.985], [-0.596, -2.294, 2.241], [-2.330, 0.637, 0.669], [-2.987, 0.331, 1.654], [-2.597, 0.315, -0.581], [0.570, 1.956, -0.376], [-0.942, 2.495, -0.936], [-0.210, 0.539, 1.147], [-1.921, 2.459, 2.374], [-0.840, 3.455, 1.552], [0.355, 2.986, 3.551], [1.151, 1.957, 2.470], [-0.814, 1.239, 4.708], [0.776, 0.627, 4.488], [-1.701, -0.117, 2.977], [1.727, -0.571, 3.553], [1.891, -1.858, 2.460], [-1.488, -2.105, 1.750], [0.109, -2.778, 1.703]], "atomic_forces_ev_per_a": [[0.40, -1.56, -0.10], [-1.25, 1.40, -1.88], [0.58, -1.01, 2.11], [-0.57, 0.36, -1.11], [1.34, -1.65, -0.94], [-0.37, 0.66, 0.85], [-0.30, 0.19, -0.05], [0.02, 0.37, -0.29], [-0.07, 1.02, -0.79], [-0.83, 1.04, 1.33], [-0.73, -0.28, -4.23], [1.15, -1.23, 3.44], [-0.31, 0.31, 1.59], [0.13, -0.09, -0.13], [0.36, -0.43, -0.64], [-0.07, -0.31, 1.25], [-0.43, 0.55, -1.53], [-0.89, 0.11, -0.02], [0.06, 0.51, 0.07], [0.83, 1.22, 1.85], [0.65, -0.33, 0.49], [1.45, 0.86, 0.28], [-0.14, 0.58, 0.78], [1.12, 1.21, 0.94], [-1.10, -0.34, -1.45], [0.86, -0.62, -0.53], [0.33, 0.23, -0.74], [0.36, 0.42, 0.57], [0.19, 0.38, -0.18], [0.58, -0.05, 1.04], [-0.67, 0.32, -0.10], [-0.17, -0.35, 0.48], [0.37, -0.88, -0.23], [-0.40, -0.80, -0.24], [-0.46, -0.35, -0.40], [-0.28, 0.38, -0.01], [-0.92, 0.41, -0.64], [-0.76, -0.33, -0.15], [-0.29, -0.42, -0.39], [-0.10, -0.55, -0.37], [0.76, -0.44, 0.50], [-0.42, -0.53, -0.43]], "lowdin_charge": [1.12, 0.06, -0.49, -0.11, -0.15, 0.06, 0.01, 0.07, -0.12, 0.05, -0.49, 0.10, -0.09, 0.13, 0.12, 0.16, 0.02, -0.30, -0.14, -0.17, -0.13, 0.11, -0.48, 0.23, 0.23, -0.51, 0.07, -0.09, 0.12, 0.14, 0.12, 0.12, 0.14, 0.13, 0.12, 0.13, 0.13, 0.11, 0.12, 0.12, 0.15, 0.11]}